# 1
CH4IN2 | wB97M-V/def2-TZVPD

```
8
Properties=species:S:1:pos:R:3:nbo_charge:R:1
C -0.161 0.259 0.079 0.396
N 0.938 -0.326 -0.021 -0.679
N 0.017 0.875 2.392 -0.771
I 1.977 0.989 2.697 0.548
H -1.105 0.768 0.060 0.302
H 1.402 -0.966 -0.715 0.468
H 1.800 0.029 0.634 0.375
H -0.436 1.803 2.389 0.360
```

## Properties
* frontier orbital gap (spin up / spin down): 0.2997 / 0.2867 hartree
* E_HOMO (spin up / spin down): -14.1 / -13.8 eV
* energy relative to the best compared isomer or geometry (same formula, charge and spin): 138.35 kcal/mol
* charge: +1
* electronic energy: -12169.926 eV

---

# 2
C2H4N2O3S | wB97M-V/def2-TZVPD

```
12
Properties=species:S:1:pos:R:3:nbo_charge:R:1
C -0.680 -0.179 0.479 0.796
C -1.236 1.249 0.528 -0.694
N 1.205 -1.489 -1.295 -0.691
N 0.738 0.070 -1.401 -0.712
O -1.213 -1.111 0.007 -0.548
O 2.889 -0.260 0.211 -0.831
O 0.565 -0.450 1.092 -0.684
S 1.540 -0.415 -0.180 2.238
H -1.373 1.394 1.580 0.237
H -2.244 1.319 0.123 0.254
H -0.467 1.738 0.067 0.241
H 0.276 -1.866 -1.212 0.395
```

## Properties
* frontier orbital gap: 0.3762 hartree
* E_HOMO: -9.9 eV
* energy relative to the best compared isomer or geometry (same formula, charge and spin): 124.91 kcal/mol
* electronic energy: -22091.424 eV

---

# 3
C22H35NO3P2Yb | wB97M-V/def2-TZVPD

```
64
Properties=species:S:1:pos:R:3:mulliken_charge:R:1
Yb -0.141 -0.082 -2.284 -0.768
H -1.041 -0.641 -0.873 0.066
H -1.071 0.360 -0.865 -0.152
P -0.311 -2.455 -2.519 1.307
P -0.318 2.271 -2.516 1.545
C 1.196 3.209 -2.110 -1.299
H 1.072 4.273 -2.375 0.502
H 1.418 3.122 -1.033 0.206
H 2.045 2.786 -2.669 0.332
C -0.617 2.647 -4.267 -1.191
H -1.562 2.177 -4.581 0.396
H -0.669 3.737 -4.416 0.396
H 0.197 2.223 -4.873 0.401
C -1.639 3.182 -1.640 -1.066
H -1.483 3.123 -0.551 0.044
H -1.645 4.240 -1.950 0.502
H -2.614 2.724 -1.876 0.327
C -0.439 -2.824 -4.304 -1.289
H -0.514 -3.913 -4.462 0.412
H -1.328 -2.321 -4.717 0.398
H 0.450 -2.431 -4.821 0.387
C 1.122 -3.433 -1.970 -1.181
H 1.231 -3.354 -0.877 0.102
H 1.000 -4.494 -2.251 0.487
H 2.039 -3.034 -2.434 0.367
C -1.743 -3.331 -1.802 -1.176
H -2.676 -2.847 -2.136 0.354
H -1.745 -4.389 -2.113 0.431
H -1.700 -3.276 -0.701 0.270
C 1.570 -0.115 -1.197 0.554
O 2.537 -0.092 -0.701 -0.108
H 0.546 -0.076 -3.621 -0.168
C 3.769 0.657 3.625 -1.774
C 2.866 -0.322 2.902 1.020
C 3.484 -1.326 2.149 -1.028
C 2.727 -2.292 1.506 -0.943
C 1.348 -2.233 1.566 -0.864
C 0.675 -1.204 2.237 -0.110
N -0.747 -1.260 2.169 0.285
C -1.695 -0.207 2.159 0.319
C -2.962 -0.485 2.708 -0.650
C -3.944 0.487 2.825 -0.585
C -3.685 1.783 2.393 -0.905
C -2.460 2.089 1.819 -1.094
C -1.458 1.107 1.646 1.447
C -0.189 1.618 0.971 -0.935
O 0.338 2.622 1.411 -0.531
O 0.164 1.217 -0.218 0.418
C 1.447 -0.257 2.987 1.148
C 0.784 0.704 3.953 -1.188
H 3.551 1.684 3.284 0.347
H 3.620 0.581 4.717 0.400
H 4.839 0.457 3.425 0.380
H 4.572 -1.390 2.080 0.321
H 3.216 -3.094 0.955 0.394
H 0.754 -3.000 1.078 0.743
H -1.156 -2.210 2.103 0.333
H -3.178 -1.486 3.087 0.440
H -4.906 0.246 3.270 0.418
H -4.447 2.553 2.500 0.426
H -2.300 3.114 1.486 0.472
H 0.109 1.439 3.499 0.151
H 0.198 0.126 4.687 0.311
H 1.500 1.314 4.526 0.447
```

## Properties
* frontier orbital gap (spin up / spin down): 0.2167 / 0.2165 hartree
* E_HOMO (spin up / spin down): -10.2 / -10.2 eV
* charge: +1
* 2S+1: 2
* electronic energy: -81107.260 eV
* <S²>: 0.75